1.
Below is 6 unconnected molecules or ions with the total composition C45H97N5O6 in a non-equilibrium geometry, with properties calculated with the ωB97M-V functional and the def2-TZVPD basis.

Summary:
total charge: 0
SMILES string: CC1(C)CCCC(C)(C)N1O.CC1(C)CCCC(C)(C)N1O.CC1(C)CCCC(C)(C)N1O.CC1(C)CCCC(C)(C)N1O.CC1(C)CCCC(C)(C)N1O.O
ΔE to the lowest compared entry with this formula, charge and spin: 400.1 kJ/mol
electronic energy: -67965.102 eV
HOMO-LUMO gap: 8.4 eV
LUMO: 0.43 eV

The geometry in XYZ format:
```
153
C45H97N5O6 (the ωB97M-V functional and the def2-TZVPD basis)
O -9.8186 7.9962 -0.9374
O -7.1991 16.8058 -3.2630
O 1.8459 9.6896 -2.8726
O -7.1351 10.4565 -5.5401
O -4.6558 10.5168 -4.1721
O -2.6151 4.7356 -7.5039
N 0.4787 9.6159 -2.5329
N -7.4818 10.6014 -6.9091
N -8.5126 7.8897 -1.4791
N -2.6278 6.1726 -7.3786
N -8.2374 15.9081 -3.2012
C -9.8627 17.4372 -4.2501
C -5.3975 11.6515 -7.7219
C -3.9272 6.0011 -5.3414
C 0.9435 9.1883 -0.0882
C -9.6105 17.5141 -1.7234
C 0.4841 7.2126 -1.7355
C -9.1167 5.7960 -2.8748
C 0.1724 12.0455 -1.9442
C -7.5465 9.2568 -7.6458
C -7.2490 13.0430 -6.8874
C -6.2028 8.4850 -7.8055
C -7.4545 10.5803 -9.8318
C -0.0001 11.3638 -4.3072
C -8.0636 10.2033 -1.3105
C -7.4969 11.8543 -9.0352
C -2.1228 10.0380 -1.3451
C -9.0595 13.6326 -2.5174
C -6.7889 6.4435 -2.4344
C -2.2934 6.5769 -9.7695
C -7.3618 14.9578 -1.0135
C -1.8326 8.9675 -6.8696
C -9.5681 16.5316 -2.9787
C -7.9157 14.6221 -2.5119
C -7.3604 8.8328 0.5850
C -6.1611 8.7027 -1.6336
C -6.7954 13.8272 -3.2208
C -8.1177 9.4318 -9.0396
C 0.1852 8.7439 -1.3755
C -1.7343 10.7056 -2.7393
C -1.3469 8.7509 -1.0768
C -1.4004 6.1235 -5.1468
C -0.3108 6.4502 -8.2078
C -8.2679 5.5565 -0.5424
C -8.1524 6.5027 -1.7774
C -8.5378 8.3114 -6.8825
C -2.6524 6.6066 -5.9831
C -7.5278 8.8416 -0.9415
C -0.2726 10.8846 -2.8652
C -10.6762 15.4700 -2.9346
C -5.6701 7.2602 -1.7573
C -1.8067 6.8813 -8.3631
C -2.8502 8.1273 -6.0112
C -6.9141 11.7242 -7.5866
C -10.2824 14.3396 -2.0496
C -1.8849 8.4556 -8.2513
H -8.0656 15.5366 -0.4153
H -0.8526 8.8409 -6.4094
H -1.1137 8.9546 -8.8381
H -6.7136 12.8919 -2.6670
H -5.0806 11.2860 -6.7452
H -8.8621 12.8020 -1.8398
H -0.6260 6.8554 -5.3763
H -9.9947 16.9760 -0.8569
H -1.6999 6.9526 -10.6030
H -6.8476 6.8549 -3.4421
H -2.3571 5.5094 -9.9802
H -1.6623 6.1057 -4.0889
H 2.0051 9.3112 -0.3027
H -11.1706 13.7282 -1.8904
H 0.2500 7.0585 -2.7889
H -7.1704 17.0218 -4.1980
H -6.3438 15.3468 -1.0343
H -2.3228 11.6120 -2.5966
H 0.0208 12.4345 -4.5104
H -9.0776 10.4412 -0.9890
H -4.7161 6.1627 -6.0759
H -8.7159 18.1019 -1.5178
H -7.4764 14.0186 -0.4723
H -6.5918 9.5336 0.9110
H 0.9524 11.0496 -4.7341
H -3.8159 8.3149 -6.4805
H -2.8125 8.5625 -5.0125
H -1.0558 5.1322 -5.4415
H -8.5125 8.4173 -5.7980
H -10.3592 8.1298 -1.7194
H -10.1468 14.6824 -1.0238
H -1.6699 4.5887 -7.5846
H -2.1187 10.0189 -6.8413
H -6.5195 5.3873 -2.4346
H -8.2056 10.2695 -2.3892
H -0.1095 6.5370 -1.1196
H -10.1221 5.7403 -2.4574
H -9.0548 18.1686 -4.2310
H -6.5154 13.2700 -6.1138
H -9.5881 8.5298 -7.0754
H -8.5366 12.1695 -8.9476
H -5.3399 9.2250 -1.1428
H -3.3213 6.8770 -9.9731
H -2.8636 8.8555 -8.5164
H -8.3488 9.0143 1.0072
H -7.0394 7.8316 0.8723
H -5.8093 14.2864 -3.2896
H 0.0897 6.9052 -7.3019
H -7.1029 13.8708 -7.5812
H -4.9013 12.6118 -7.8623
H -0.3607 12.9791 -2.1240
H -4.7222 7.2118 -2.2934
H 0.6187 10.1649 0.2708
H 0.2784 6.7075 -9.0880
H -9.9456 16.9820 -5.2370
H -9.1958 9.5758 -8.9680
H -2.2297 10.1938 -3.5644
H 0.8155 8.4819 0.7320
H -1.8767 7.9646 -1.6145
H -7.1048 13.5971 -4.2403
H -7.3893 11.0350 -1.1066
H -5.0642 9.7758 -4.6198
H -6.2467 9.1385 -2.6291
H -5.3232 8.9652 -8.2343
H -1.9872 10.7528 -0.5334
H -9.3304 5.4568 -0.3206
H -3.2004 9.8767 -1.3763
H -4.1687 6.5042 -4.4051
H -1.5554 8.5358 -0.0288
H -6.4146 10.2946 -9.9904
H -7.7695 6.0621 0.2848
H -10.7222 18.0920 -4.1065
H -9.2294 13.1021 -3.4543
H 1.5630 7.0695 -1.6767
H -0.0885 11.9581 -0.8895
H -5.8998 8.2975 -6.7754
H -11.5948 15.9170 -2.5546
H -4.9588 11.1002 -8.5535
H -0.8394 10.9957 -4.8973
H -8.2972 13.1511 -6.6085
H -7.8596 4.5487 -0.6184
H -10.7345 15.1440 -3.9730
H 1.2294 12.2767 -1.8127
H -7.9223 10.6992 -10.8092
H 2.0551 9.0195 -3.5274
H -5.4757 6.9692 -0.7250
H -3.8077 4.9303 -5.1764
H -7.9422 8.4884 -9.5565
H -6.2940 7.5147 -8.2936
H -8.7854 4.7800 -3.0896
H -6.9892 12.5946 -9.6535
H -8.4183 7.2572 -7.1324
H -5.2904 11.2282 -4.2576
H -0.0973 5.3814 -8.2219
H -10.2944 18.3491 -1.8754
H -9.1479 6.2990 -3.8413
H -7.9732 10.7186 -5.1522
```

---

2.
Below is a gas-phase ion, C22H27N2O3 (charge +1) in a non-equilibrium geometry, with properties calculated with the ωB97M-V functional and the def2-TZVPD basis.

Summary:
total charge: +1
SMILES string: O=C(/C=C/c1ccccc1)N1CC[NH+](C[C@H](O)COc2ccccc2)CC1
ΔE to the lowest compared entry with this formula, charge and spin: 0.0 kJ/mol
electronic energy: -32368.539 eV
HOMO-LUMO gap: 8.7 eV
LUMO: -2.42 eV

The geometry in XYZ format:
```
54
C22H27N2O3 (the ωB97M-V functional and the def2-TZVPD basis)
O -3.2070 -0.1295 -0.6603
O -4.0003 3.2265 -1.8056
O 2.0686 1.7705 2.7717
N 1.0052 0.4697 1.2610
N -1.3890 1.6063 0.1937
C -0.1459 1.5395 -0.6071
C -2.8277 -2.3206 0.1067
C 5.0223 -0.5904 -0.1325
C -2.3319 2.6361 -0.2936
C -0.1934 0.5622 2.0618
C 3.3928 0.9032 1.0234
C -4.6204 -3.8017 0.6902
C 7.4342 -1.3097 -1.3405
C -3.2642 -3.5508 0.5585
C 0.7184 0.3561 -0.1441
C -5.5342 -2.8170 0.3643
C 5.2677 -1.9136 -0.5143
C 6.4619 -2.2697 -1.1089
C 2.1414 1.1173 1.7525
C -4.0789 0.9327 -1.0042
C 6.0127 0.3666 -0.3746
C -3.2130 2.1284 -1.4499
C 3.7534 -0.2739 0.4916
C -1.0526 1.7506 1.6296
C 7.2035 0.0075 -0.9734
C -5.1094 -1.5778 -0.0911
C -3.7530 -1.3355 -0.2197
H -0.3995 1.4263 -1.6612
H 3.0574 -1.1038 0.5495
H -1.7732 -2.1197 -0.0125
H 1.6475 0.3525 -0.7142
H -1.8977 0.6968 0.0651
H -4.5390 3.0327 -2.5813
H -4.6982 1.2273 -0.1471
H -2.5809 1.8038 -2.2924
H 6.6372 -3.2965 -1.3917
H 4.5135 -2.6662 -0.3321
H 4.0852 1.7285 1.0912
H -6.5919 -3.0050 0.4610
H -4.9613 -4.7619 1.0421
H -2.5427 -4.3136 0.8058
H 0.1878 -0.5842 -0.3339
H 8.3685 -1.5862 -1.8042
H 5.8502 1.3957 -0.0951
H -0.4974 2.6798 1.7764
H 7.9594 0.7566 -1.1538
H -5.8418 -0.8273 -0.3412
H -2.9987 2.9371 0.5174
H 0.1093 0.6983 3.1021
H -1.7906 3.5246 -0.6246
H -0.7583 -0.3715 1.9683
H -4.7387 0.6333 -1.8278
H -1.9708 1.7853 2.2167
H 0.4036 2.4741 -0.4679
```

---

3.
Below is a molecular structure, C44H39F15GeNO2P2SSr, with properties calculated with the ωB97M-V functional and the def2-TZVPD basis.

Summary:
total charge: -1
ΔE to the lowest compared entry with this formula, charge and spin: 0.0 kJ/mol
electronic energy: -179376.263 eV
HOMO-LUMO gap: 6.5 eV
LUMO: 2.07 eV

The geometry in XYZ format:
```
106
C44H39F15GeNO2P2SSr (the ωB97M-V functional and the def2-TZVPD basis)
Sr 0.1484 -1.3417 1.1236
Ge -0.1807 -5.0201 -0.2857
S 0.1244 -3.1553 -1.2604
P -2.7025 -0.1988 0.6177
P 2.8077 0.1002 0.7304
F -1.3642 -7.2499 -4.8976
F -1.3708 -3.3938 2.0004
F 4.7460 -5.2421 1.4995
F -2.8423 -6.9099 -0.7972
F -3.8466 -3.1483 2.9773
F -1.6200 -5.4248 -2.9506
F 2.8501 -4.9132 -0.3661
F 1.7714 -9.5956 -2.2977
F -5.2889 -6.6698 0.2156
F -5.8262 -4.7982 2.1046
F 0.3244 -9.3490 -4.5780
F 1.5380 -7.7942 -0.3511
F 4.0550 -5.9115 4.0372
F 1.4395 -6.2208 4.6939
F -0.4589 -5.9076 2.8606
O 1.7829 -2.8002 3.9783
O 1.0612 -0.7556 4.5722
N -0.0227 1.1697 0.5834
C -4.5993 -4.9010 1.5968
C -2.0061 -5.1193 0.5159
C 1.0667 -1.5845 3.6863
C -2.7016 2.7848 -2.2424
C 0.4214 3.2526 1.7623
C 4.0021 1.9815 -1.0753
C -3.4523 0.6298 2.1024
C 1.1143 -5.3479 1.1746
C -0.9191 1.7205 -0.3013
C 0.8608 2.0222 1.2299
C 0.8125 -5.7022 2.4771
C -5.5151 -0.5319 -0.1671
C -2.2165 1.1689 -0.4859
C 2.4628 -5.1929 0.8862
C 3.4577 -5.3733 1.8268
C -3.5912 -4.0632 2.0404
C -2.3828 0.7806 3.1886
C -0.6456 -7.3594 -3.7771
C 1.2525 4.0654 2.5030
C 5.6378 0.2204 1.3844
C -3.0378 -5.9487 0.1182
C -0.0319 -6.5097 -1.5837
C 2.2098 1.6616 1.4623
C 1.7795 -5.8867 3.4476
C 0.2140 -8.4315 -3.6173
C -3.0669 1.7106 -1.4497
C 0.9467 -8.5554 -2.4546
C -1.4414 3.3452 -2.0522
C -2.3324 -4.1974 1.4927
C -0.7529 -6.4249 -2.7655
C 0.8114 -7.5996 -1.4612
C 2.3420 0.3247 -1.9811
C 3.1087 -5.7233 3.1186
C 4.3844 -1.9322 1.6692
C -3.6932 -1.6683 -1.5304
C 3.0246 2.4920 2.2332
C -0.5778 2.8308 -1.1099
C -4.1233 1.9700 1.8178
C -4.3206 -5.8514 0.6351
C 2.5675 3.6870 2.7585
C 4.2881 -0.4044 1.7360
C -4.1093 -1.1322 -0.1592
C 3.4512 0.5647 -0.9514
C 2.3767 -2.8750 5.2691
H -4.0517 1.2856 -1.5809
H -4.6064 2.3485 2.7228
H -4.4257 -2.4005 -1.8810
H 5.6517 1.3041 1.4917
H -4.2028 -0.0879 2.4563
H -4.1579 -1.9998 0.5115
H -3.3831 3.1795 -2.9845
H -5.6111 0.3240 -0.8342
H -3.6328 -0.8706 -2.2722
H 0.4026 3.2742 -0.9833
H -6.2259 -1.2894 -0.5097
H 6.4129 -0.1881 2.0383
H 5.9247 -0.0154 0.3570
H 5.2473 -2.2870 2.2389
H -4.8740 1.9064 1.0296
H 0.8667 4.9949 2.9062
H 3.2124 2.7118 -0.8879
H 3.2191 4.3095 3.3577
H -2.7177 -2.1587 -1.4912
H 4.0468 2.1964 2.4296
H 2.8635 -3.8495 5.3448
H 4.3827 2.1476 -2.0872
H 2.7000 0.5619 -2.9868
H -1.1245 4.1875 -2.6570
H 3.1161 -2.0838 5.4144
H -2.8095 1.2421 4.0829
H -1.5598 1.4117 2.8470
H 4.2531 -0.1579 -1.1432
H 2.0077 -0.7147 -1.9737
H -1.9569 -0.1806 3.4861
H -0.6075 3.5471 1.5917
H 4.8089 2.1844 -0.3719
H 1.4748 0.9564 -1.7756
H 1.6287 -2.7759 6.0582
H -5.8262 -0.2168 0.8292
H 4.5071 -2.2776 0.6370
H -3.3801 2.7037 1.4995
H 4.0138 -0.1262 2.7584
H 3.4897 -2.4005 2.0839
```

---

4.
Below is a molecular structure, C19H42P2SiW in a non-equilibrium geometry, with properties calculated with the ωB97M-V functional and the def2-TZVPD basis.

Summary:
total charge: +2
ΔE to the lowest compared entry with this formula, charge and spin: 0.0 kJ/mol
multiplicity: 3
electronic energy: -48642.537 eV
HOMO-LUMO gap (alpha / beta): 6.2 / 5.9 eV
LUMO (alpha / beta): -7.25 / -7.65 eV

The geometry in XYZ format:
```
65
C19H42P2SiW (the ωB97M-V functional and the def2-TZVPD basis)
W 0.4105 -0.2921 1.3415
P -0.0700 -2.1047 -2.5580
P 0.4366 1.7459 -2.4907
Si -0.6274 0.9859 4.4696
C -1.4759 0.1851 -0.7912
C -1.2302 -3.3512 -3.2327
C -0.2209 -0.7983 -3.9087
C 1.6637 0.7359 -0.1438
C 0.5500 1.7253 -0.6102
C 0.6771 0.4615 -3.8432
C 0.4127 1.1237 2.8814
C -0.4382 2.6007 5.4109
C -2.4349 0.7206 4.0655
C 1.5255 -2.8198 -3.0626
C -0.5433 -2.0044 0.1465
C 0.8203 -1.8837 -0.3548
C -0.0483 -0.3804 5.6132
C -1.7667 -1.1816 -0.1380
C 1.6060 -0.6533 -0.8270
C -1.1432 2.5102 -2.9401
C -0.7172 1.1721 0.0569
C 1.7403 2.9106 -2.9503
C 1.0310 -1.7898 2.6499
H 0.7754 2.7466 -0.2801
H -2.6428 -0.3378 3.8575
H 1.3406 -3.3634 -3.9969
H -0.4293 3.4667 4.7363
H -0.8058 -0.5537 6.3907
H 1.3403 -0.4266 -1.8848
H 0.1314 -2.2427 3.0828
H -1.2884 -0.5182 -4.0060
H -2.2965 -1.0003 0.8094
H -1.2852 -4.1926 -2.5275
H -0.9950 3.0898 -3.8677
H -0.8201 -3.6947 -4.1921
H -3.0504 1.0284 4.9249
H -1.9467 1.7730 -3.1056
H -0.7789 -2.9580 0.6292
H -1.4319 3.1905 -2.1259
H 2.6609 -0.9852 -0.9533
H 0.4926 2.6161 5.9944
H 2.6985 2.3812 -3.0812
H 0.8827 -0.0872 6.1161
H 1.4912 -2.7098 -0.0816
H 0.1344 2.0909 2.4388
H -0.9282 0.0014 -1.7527
H -2.7451 1.3139 3.1951
H -2.4759 -1.7195 -0.8066
H 1.6036 -2.5453 2.1034
H -2.4401 0.6261 -1.1548
H 1.6315 -1.3539 3.4569
H 1.8237 3.6366 -2.1394
H 0.1300 -1.3261 5.0912
H 1.8515 -3.5195 -2.2806
H -2.2279 -2.9139 -3.3813
H 1.4577 1.2497 3.2405
H 0.5031 1.0319 -4.7867
H 2.3040 -2.0582 -3.2179
H -1.3381 1.8593 0.6356
H 1.7527 0.1831 -3.8582
H -1.2749 2.7269 6.1117
H 1.8635 0.6918 1.0364
H 0.0553 -1.3614 -4.8227
H 2.6489 1.1244 -0.4473
H 1.4702 3.4216 -3.8837
```

---

5.
Below is C25H37N5O2 in the gas phase in a non-equilibrium geometry, with properties calculated with the ωB97M-V functional and the def2-TZVPD basis.

Summary:
total charge: 0
SMILES string: COC[C@H]1CCN(Cc2c(C(=O)N3CCN(C4CCCCC4)CC3)nc3ccccn23)C1
ΔE to the lowest compared entry with this formula, charge and spin: 0.0 kJ/mol
electronic energy: -38071.499 eV
HOMO-LUMO gap: 8.6 eV
LUMO: 0.75 eV

The geometry in XYZ format:
```
69
C25H37N5O2 (the ωB97M-V functional and the def2-TZVPD basis)
O 0.9172 1.1018 1.8018
O 3.0271 2.6256 -0.2706
N 4.8424 -0.2165 0.3860
N 0.6531 -1.9418 -0.0019
N -0.5894 0.7594 0.1694
N 2.8290 -2.3188 0.3370
N -3.4020 0.6564 -0.0585
C 0.5089 0.4104 0.8752
C -5.1784 -0.7666 1.0525
C 3.9225 -4.3420 -0.1083
C 1.9487 3.5082 -0.4032
C -4.8242 0.3958 0.1126
C 5.7859 1.9767 0.3794
C 1.2369 -0.8216 0.5008
C 1.5611 -4.1682 -0.5545
C -1.4074 1.8613 0.6245
C 4.6315 0.3047 -0.9578
C 1.6107 -2.8417 -0.0995
C -6.6911 -0.8478 1.2348
C 5.9704 0.5455 0.8966
C 2.7077 -4.9088 -0.5555
C 3.6512 -0.1232 1.2312
C 5.1375 1.7715 -0.9982
C 4.0114 2.7690 -1.2638
C 2.5901 -1.0344 0.7253
C 3.9662 -3.0560 0.3309
C -2.5847 -0.4775 -0.4486
C -1.2147 0.0307 -0.9053
C -7.0176 0.1021 -1.0630
C -5.5041 0.1771 -1.2424
C -7.3854 -1.0325 -0.1112
C -2.7787 1.3390 1.0584
H 3.5783 0.2362 -1.2282
H 5.2114 -0.3106 -1.6540
H -8.4679 -1.0644 0.0302
H 5.8772 1.8876 -1.7948
H -2.6397 0.6761 1.9304
H -0.8995 2.3417 1.4621
H 5.0978 2.5174 1.0281
H 2.6977 -5.9316 -0.8983
H 6.7259 2.5222 0.3238
H -6.9400 -1.6791 1.8983
H 4.8233 -4.9339 -0.1138
H 3.9407 -0.4335 2.2421
H 6.0261 0.4860 1.9830
H 1.2844 3.2953 0.4312
H 6.8822 0.1092 0.4730
H -7.0495 0.0719 1.7038
H 4.4130 3.7963 -1.2543
H -4.6959 -0.6215 2.0215
H -1.5334 2.5757 -0.1960
H -5.2377 0.9962 -1.9119
H 1.4173 3.3493 -1.3510
H -5.1550 -0.7541 -1.6911
H -1.3525 0.7164 -1.7498
H -7.3839 1.0483 -0.6578
H -2.4259 -1.1868 0.3805
H 4.8615 -2.5583 0.6667
H -0.5910 -0.8111 -1.1975
H -5.2421 1.3159 0.5415
H -4.8144 -1.7042 0.6279
H 3.2314 0.8883 1.2845
H 0.6148 -4.5607 -0.8875
H -7.4977 -0.0546 -2.0313
H 3.5763 2.5881 -2.2611
H 2.2809 4.5538 -0.3582
H -7.0771 -1.9850 -0.5487
H -3.4061 2.1813 1.3583
H -3.0629 -1.0017 -1.2754
```